Entry 1:
Here is the molecule C4H8NOP at a distorted geometry from OMol25. Energies are from the ωB97M-V functional and the def2-TZVPD basis.

Geometry as ORCA input:
```
! wB97M-V def2-TZVPD RIJCOSX def2/J DEFGRID3
* xyz 0 1
P 0.656 -1.383 0.104
O 1.222 -2.739 -0.072
N -0.249 -1.347 1.487
C -0.426 -0.669 -1.231
C 0.699 1.337 0.011
C -0.592 0.828 -0.592
C 1.734 0.562 0.258
H -1.362 0.781 0.124
H 0.099 -0.851 -2.226
H -1.366 -1.072 -1.258
H 0.739 2.482 0.145
H -0.525 -0.430 1.808
H -0.789 1.622 -1.327
H -0.156 -2.083 2.041
H 2.631 0.769 0.854
*
```

E = -628.5300 hartree
LUMO energy = 0.9 eV
HOMO energy = -9.26 eV
Relative energy (zero: lowest compared OMol25 entry of this formula, charge and spin) = 26.5 kcal per mole
Max |F| = 5.5 eV/A
Structure (SMILES) = N[P@]1(=O)C=CCC1

These are the Löwdin partial charges, in e, on atoms 1 to 4: atom 1 (P): 0.647, atom 2 (O): -0.367, atom 3 (N): -0.047, atom 4 (C): -0.203

=====

Entry 2:
Here is a structure of composition C4H8NOP at a distorted geometry from OMol25. Energies are from the ωB97M-V functional and the def2-TZVPD basis.

Geometry as ORCA input:
```
! wB97M-V def2-TZVPD RIJCOSX def2/J DEFGRID3
* xyz 0 1
P -2.940 0.593 0.282
O -1.009 -0.442 0.093
N 1.219 -0.974 -0.128
C 2.569 -0.629 -0.269
C 0.528 1.349 0.518
C -3.725 -0.719 -0.232
C 0.268 -0.096 0.167
H -3.150 -1.513 -0.756
H -4.782 -0.926 -0.109
H 3.039 -1.236 -1.056
H 0.167 2.004 -0.401
H 3.255 -0.681 0.626
H 1.724 1.419 0.661
H 2.839 0.318 -0.780
H -0.003 1.533 1.384
*
```

E = -628.4224 hartree
LUMO energy = -1.2 eV
HOMO energy = -8.36 eV
Relative energy (zero: lowest compared OMol25 entry of this formula, charge and spin) = 94.1 kcal per mole
Max |F| = 4.7 eV/A

These are the Löwdin partial charges, in e, on atoms 1 to 4: atom 1 (P): 1.021, atom 2 (O): -0.282, atom 3 (N): -0.001, atom 4 (C): -0.239

=====

Entry 3:
Here is the ion C4H8NOS with charge -1 at a distorted geometry from OMol25. Energies are from the ωB97M-V functional and the def2-TZVPD basis.

Geometry as ORCA input:
```
! wB97M-V def2-TZVPD RIJCOSX def2/J DEFGRID3
* xyz -1 1
S 0.884 -1.241 2.631
O 1.821 -1.246 -1.537
N -0.083 0.593 -0.977
C 0.734 0.105 0.103
C -1.495 0.944 -0.770
C 1.696 -0.984 -0.370
C -0.051 -0.377 1.326
H -2.084 0.020 -0.754
H -0.087 0.123 -1.858
H 2.159 -1.398 0.548
H -1.856 1.485 -1.658
H -0.518 0.469 1.833
H -1.708 1.697 -0.014
H 1.392 0.905 0.484
H -0.804 -1.094 1.014
*
```

E = -685.3920 hartree
LUMO energy = 3.7 eV
HOMO energy = -2.60 eV
Relative energy (zero: lowest compared OMol25 entry of this formula, charge and spin) = 40.2 kcal per mole
Max |F| = 2.2 eV/A
Structure (SMILES) = CN[C@H](C=O)C[S-]

These are the Löwdin partial charges, in e, on atoms 1 to 4: atom 1 (S): 0.138, atom 2 (O): 0.014, atom 3 (N): -0.092, atom 4 (C): -0.425

=====

Entry 4:
Here is the molecule C4H8NOS at a distorted geometry from OMol25. Energies are from the ωB97M-V functional and the def2-TZVPD basis.

Geometry as ORCA input:
```
! wB97M-V def2-TZVPD RIJCOSX def2/J DEFGRID3
* xyz 0 2
S -0.256 -3.077 -0.917
O 0.450 -0.438 2.141
N -0.361 0.990 -0.160
C 0.759 -0.955 1.133
C 0.396 2.109 -0.158
C 0.110 -0.422 -0.255
C -0.954 -1.417 -0.569
H 0.785 -0.424 -1.217
H -1.436 -1.084 -1.441
H 1.439 -1.845 1.134
H 1.432 1.954 0.312
H -0.979 0.890 0.677
H -1.684 -1.617 0.296
H -0.197 2.911 0.172
H 0.495 2.425 -1.149
*
```

E = -685.2779 hartree
LUMO energy (spin up / spin down) = 0.9 / -2.3 eV
HOMO energy (spin up / spin down) = -8.77 / -8.74 eV
Relative energy (zero: lowest compared OMol25 entry of this formula, charge and spin) = 48.9 kcal per mole
Max |F| = 8.0 eV/A
Expectation value of S² = 0.753

These are the Löwdin partial charges, in e, on atoms 1 to 4: atom 1 (S): 0.647, atom 2 (O): 0.073, atom 3 (N): -0.126, atom 4 (C): -0.250

=====

Entry 5:
Here is the ion C4H8NS with charge +1 at a distorted geometry from OMol25. Energies are from the ωB97M-V functional and the def2-TZVPD basis.

Geometry as ORCA input:
```
! wB97M-V def2-TZVPD RIJCOSX def2/J DEFGRID3
* xyz 1 1
S 3.592 0.202 0.052
N -1.628 0.982 0.130
C -0.248 -1.146 0.356
C 0.713 -0.003 0.351
C 2.204 -0.254 -0.558
C -0.560 0.099 -0.415
H 2.019 -0.744 -1.498
H -0.805 -1.360 1.255
H 0.002 -2.033 -0.206
H 0.912 0.589 1.226
H -1.581 1.918 -0.294
H -1.507 1.079 1.148
H -0.555 0.089 -1.496
H -2.559 0.581 -0.050
*
```

E = -609.8161 hartree
LUMO energy = -3.9 eV
HOMO energy = -12.25 eV
Relative energy (zero: lowest compared OMol25 entry of this formula, charge and spin) = 33.8 kcal per mole
Max |F| = 4.0 eV/A
Structure (SMILES) = [NH3+][C@@H]1C[C@H]1C=S

These are the Löwdin partial charges, in e, on atoms 1 to 4: atom 1 (S): 0.771, atom 2 (N): 0.232, atom 3 (C): -0.059, atom 4 (C): -0.211

=====

Entry 6:
Here is a cluster of 2 separate species, C4H8NS in total at a distorted geometry from OMol25. Energies are from the ωB97M-V functional and the def2-TZVPD basis.

Geometry as ORCA input:
```
! wB97M-V def2-TZVPD RIJCOSX def2/J DEFGRID3
* xyz 1 1
S 1.517 -3.068 2.632
N -0.444 0.409 -0.427
C -0.787 2.176 -1.566
C 0.350 1.372 -1.051
C -0.707 -0.862 -0.432
C -0.669 1.734 -0.090
H -0.254 -1.530 -1.104
H 2.444 -3.819 2.091
H 1.446 1.374 -1.182
H -1.475 1.604 -2.202
H 1.224 -3.557 3.922
H -1.458 -1.135 0.321
H -0.779 2.074 0.889
H -0.408 3.228 -1.801
*
```

E = -609.7377 hartree
LUMO energy = -4.8 eV
HOMO energy = -12.43 eV
Relative energy (zero: lowest compared OMol25 entry of this formula, charge and spin) = 83.0 kcal per mole
Max |F| = 4.6 eV/A

These are the Löwdin partial charges, in e, on atoms 1 to 4: atom 1 (S): 0.412, atom 2 (N): -0.032, atom 3 (C): 0.050, atom 4 (C): -0.107

=====

Entry 7:
Here is the ion C4H8NS with charge +1 at a distorted geometry from OMol25. Energies are from the ωB97M-V functional and the def2-TZVPD basis.

Geometry as ORCA input:
```
! wB97M-V def2-TZVPD RIJCOSX def2/J DEFGRID3
* xyz 1 1
S -1.346 0.638 -0.332
N 1.204 0.707 -0.019
C -2.841 0.404 0.403
C 0.993 -0.648 -0.463
C -0.446 -0.953 -0.086
C 2.350 1.169 0.220
H 3.158 0.413 0.396
H -1.163 -1.678 -0.500
H -3.647 1.017 0.041
H 0.996 -0.497 -1.582
H -3.291 -0.511 0.878
H 1.805 -1.244 -0.072
H 2.610 2.178 0.150
H -0.381 -0.994 0.964
*
```

E = -609.7769 hartree
LUMO energy (spin up / spin down) = -6.3 / -6.3 eV
HOMO energy (spin up / spin down) = -13.82 / -13.82 eV
Relative energy (zero: lowest compared OMol25 entry of this formula, charge and spin) = 58.4 kcal per mole
Max |F| = 3.4 eV/A

These are the Löwdin partial charges, in e, on atoms 1 to 4: atom 1 (S): 1.114, atom 2 (N): -0.138, atom 3 (C): -0.173, atom 4 (C): -0.272

=====

Entry 8:
Here is a cluster of 2 separate species, C4H8NS in total at a distorted geometry from OMol25. Energies are from the ωB97M-V functional and the def2-TZVPD basis.

Geometry as ORCA input:
```
! wB97M-V def2-TZVPD RIJCOSX def2/J DEFGRID3
* xyz 1 1
S -2.363 -1.438 0.401
N -0.055 -0.259 -0.142
C 0.954 2.081 -0.375
C -0.697 -2.337 0.724
C -1.386 0.067 -0.200
C 0.310 -1.330 0.400
H 1.296 -1.520 0.520
H -1.802 0.295 -1.107
H 1.450 1.799 0.536
H -0.825 -2.576 1.802
H -0.736 -3.152 0.027
H 1.391 1.657 -1.240
H -1.666 0.971 0.380
H 0.342 2.980 -0.510
*
```

E = -609.7290 hartree
LUMO energy (spin up / spin down) = -7.6 / -7.6 eV
HOMO energy (spin up / spin down) = -12.58 / -12.58 eV
Relative energy (zero: lowest compared OMol25 entry of this formula, charge and spin) = 88.4 kcal per mole
Max |F| = 4.3 eV/A

These are the Löwdin partial charges, in e, on atoms 1 to 4: atom 1 (S): 0.867, atom 2 (N): 0.016, atom 3 (C): 0.434, atom 4 (C): -0.325

=====

Entry 9:
Here is the molecule C4H8O at a distorted geometry from OMol25. Energies are from the ωB97M-V functional and the def2-TZVPD basis.

Geometry as ORCA input:
```
! wB97M-V def2-TZVPD RIJCOSX def2/J DEFGRID3
* xyz 0 1
O -0.997 0.736 -1.538
C 0.401 -1.479 0.010
C -0.026 1.117 -0.233
C -0.432 1.049 1.124
C 0.779 -0.064 -0.211
H 0.496 -2.029 -0.932
H -1.010 0.241 1.548
H 0.456 2.028 -0.565
H 1.808 0.062 -0.538
H -1.525 -0.073 -1.472
H 1.099 -1.953 0.709
H -0.614 -1.593 0.388
H -0.434 1.957 1.711
*
```

E = -232.2915 hartree
LUMO energy (spin up / spin down) = 0.2 / 0.2 eV
HOMO energy (spin up / spin down) = -7.95 / -7.96 eV
Relative energy (zero: lowest compared OMol25 entry of this formula, charge and spin) = 96.7 kcal per mole
Max |F| = 4.6 eV/A

These are the Löwdin partial charges, in e, on atoms 1 to 4: atom 1 (O): -0.159, atom 2 (C): -0.099, atom 3 (C): -0.395, atom 4 (C): 0.071

=====

> Among the records above, which one has the highest E?

C4H8O